Record 1
Density functional theory data (ωB97M-V/def2-TZVPD) for a molecular structure, C32H39AsNOPRhSSi.

Geometry as ORCA input:
```
! wB97M-V def2-TZVPD RIJCOSX def2/J DEFGRID3
* xyz 0 2
Rh 0.6060 1.1137 -0.2984
O 2.6317 1.5409 -0.9500
N 3.0790 2.7471 -0.6335
C 4.4219 2.9038 -0.6387
C 4.9998 4.1271 -0.4372
C 4.1702 5.2305 -0.2280
C 2.8139 5.0525 -0.2073
C 2.2360 3.7792 -0.3996
S 0.5460 3.4890 -0.3551
H 4.9619 1.9871 -0.8181
H 6.0759 4.2138 -0.4449
H 4.5929 6.2152 -0.0769
H 2.1399 5.8794 -0.0339
C 0.9851 2.2679 3.1412
P 0.9471 0.8689 1.9750
C -0.4747 -0.0845 2.6207
C -1.7322 0.5214 2.6178
C -2.8589 -0.1862 3.0043
C -2.7468 -1.5200 3.3807
C -1.5036 -2.1300 3.3834
C -0.3707 -1.4145 3.0075
C 2.4032 -0.1385 2.4125
C 2.8801 -0.2390 3.7192
C 4.0327 -0.9573 3.9961
C 4.7246 -1.5793 2.9631
C 4.2519 -1.4940 1.6637
C 3.0927 -0.7767 1.3855
H 0.8749 1.9173 4.1672
H 0.1680 2.9482 2.9041
H 1.9278 2.8065 3.0365
H -1.8274 1.5594 2.3158
H -3.8274 0.2994 3.0109
H -3.6279 -2.0785 3.6700
H -1.4092 -3.1672 3.6794
H 0.5984 -1.8978 3.0123
H 2.3462 0.2369 4.5336
H 4.3924 -1.0307 5.0144
H 5.6317 -2.1310 3.1759
H 4.7869 -1.9794 0.8571
H 2.7175 -0.7090 0.3723
C -3.2292 2.4944 -0.2317
As -1.8331 1.2583 -0.7470
C -2.8292 -0.3987 -0.7751
C -1.7012 1.6363 -2.6797
C -2.8989 1.2257 -3.4781
C -2.9494 -0.0351 -4.0707
C -4.0697 -0.4444 -4.7777
C -5.1660 0.3996 -4.9000
C -5.1235 1.6615 -4.3246
C -3.9961 2.0718 -3.6261
H -4.0814 2.3522 -0.8937
H -2.8660 3.5190 -0.3038
H -3.5272 2.2960 0.7970
H -3.8217 -0.2302 -1.1932
H -2.9043 -0.7839 0.2412
H -2.2805 -1.1157 -1.3793
H -0.8097 1.0972 -2.9993
H -1.4989 2.7050 -2.7650
H -2.0957 -0.6974 -3.9773
H -4.0863 -1.4251 -5.2361
H -6.0424 0.0798 -5.4488
H -5.9691 2.3310 -4.4218
H -3.9568 3.0726 -3.2103
C -0.2481 -4.5899 0.6764
Si 0.5120 -3.8692 -0.8670
C 2.3267 -4.2918 -0.9508
C -0.3866 -4.4851 -2.3805
C 0.3772 -2.0575 -0.8054
C 0.3244 -0.8362 -0.7789
H -0.1925 -5.6820 0.6786
H -1.2980 -4.2991 0.7586
H 0.2733 -4.2217 1.5634
H 2.4972 -5.3616 -1.0981
H 2.8248 -3.9911 -0.0254
H 2.7960 -3.7525 -1.7764
H -0.3937 -5.5774 -2.4317
H 0.0893 -4.1062 -3.2876
H -1.4230 -4.1400 -2.3727
*
```

ΔE to the lowest compared entry with this formula, charge and spin (kcal per mole): 18.74
Max |F| (eV/Å): 2.2
⟨S²⟩: 0.755
Gap between HOMO and LUMO (alpha / beta) (Eh): 0.250 / 0.286

Here are the Mulliken charges for atoms 1 to 6, given in e:
1 Rh 0.04
2 O -0.87
3 N 0.50
4 C -0.34
5 C -0.71
6 C -0.22

---

Record 2
Density functional theory data (ωB97M-V/def2-TZVPD) for 5 unconnected molecules or ions with the total composition C32H39BBrNO16S.

Geometry as ORCA input:
```
! wB97M-V def2-TZVPD RIJCOSX def2/J DEFGRID3
* xyz 0 1
C 4.4295 -2.2167 2.0870
C 3.3842 -1.2423 1.2716
O 3.3889 0.1483 1.7738
C 1.9601 0.5311 1.8269
C 1.6930 2.0323 2.4576
O 0.5779 1.9005 3.4103
C -0.6652 2.5028 2.8982
C -1.0823 2.0438 1.3790
C -1.2626 3.2648 0.2662
C -1.6491 3.0005 -1.3158
C -1.9053 1.4485 -1.7782
C -1.7184 0.2302 -0.6681
C -1.3142 0.4590 0.9010
N -1.0859 -0.5944 1.9549
C -1.8834 -1.8551 1.7398
C -2.2376 -2.7408 3.1126
C -3.0741 -4.1769 2.9386
C -3.5820 -4.7772 1.5001
B -4.3835 -6.2360 1.5023
C -5.9821 -6.4115 1.0378
O -3.7160 -7.5175 1.9247
C -3.2580 -3.8953 0.1539
C -3.7456 -4.3570 -1.3423
C -2.5103 -4.8300 -2.3120
O -2.4936 -4.5889 -3.6289
Br -1.0026 -5.8388 -1.3919
C -2.4013 -2.4794 0.3185
S -1.9981 -1.5172 -1.2828
H 3.7771 -3.0918 2.5551
H 5.2153 -2.7214 1.3447
H 4.9645 -1.6928 2.9988
H 2.3230 -1.7582 1.2956
H 3.6853 -1.1975 0.1195
H 1.4902 0.3887 0.7385
H 1.4557 -0.2315 2.5942
H 1.5673 2.8796 1.6604
H 2.6647 2.2960 3.0884
H -1.5322 2.1620 3.6442
H -0.6546 3.6899 2.9609
H -1.0773 4.4033 0.5691
H -1.7570 3.8368 -2.1321
H -2.1941 1.2195 -2.9091
H -1.4196 -0.2244 2.8956
H -1.8954 -2.4153 4.1990
H -3.2972 -4.8298 3.9088
H -6.1356 -6.0911 -0.0796
H -6.6365 -5.7029 1.7014
H -6.3205 -7.5508 1.1334
H -4.4035 -8.0363 2.4740
H -4.3049 -3.4665 -1.9067
H -4.5391 -5.2487 -1.3377
O 6.3901 -1.7088 6.1852
C 6.2425 -0.5833 5.7390
O 5.6545 0.4450 6.4174
C 5.8789 1.6191 5.6596
C 6.0972 1.0983 4.2761
O 6.6432 -0.1886 4.4951
H 5.0180 2.2904 5.7208
H 6.7604 2.1331 6.0569
H 5.1619 0.9950 3.7158
H 6.7888 1.7205 3.7015
O -0.8020 6.5125 1.9122
C -0.5462 7.0918 0.8697
O 0.6225 6.9555 0.1776
C 0.4402 7.6014 -1.0684
C -0.6515 8.5830 -0.7899
O -1.3917 7.9619 0.2438
H 1.3647 8.0874 -1.3920
H 0.1506 6.8543 -1.8148
H -0.2686 9.5415 -0.4241
H -1.2825 8.7628 -1.6647
O -1.2757 1.9834 -6.1928
C -1.7551 0.8638 -6.1273
O -2.2377 0.2965 -4.9833
C -2.9023 -0.8938 -5.3633
C -2.2617 -1.2435 -6.6673
O -1.8779 0.0145 -7.1890
H -2.7635 -1.6731 -4.6090
H -3.9721 -0.6839 -5.4658
H -1.3669 -1.8620 -6.5410
H -2.9517 -1.7512 -7.3470
O 3.2348 -0.7153 -1.6141
C 2.7505 -0.3798 -2.6820
O 1.4187 -0.4343 -2.9767
C 1.2416 0.2436 -4.2063
C 2.5897 0.1549 -4.8447
O 3.4705 0.0984 -3.7387
H 0.4643 -0.2379 -4.8060
H 0.9435 1.2770 -4.0004
H 2.7111 -0.7560 -5.4404
H 2.8107 1.0223 -5.4727
*
```

SMILES: CCOCCOCc1cccc2c1Nc1ccc(B(C)O)c(CC(=O)Br)c1S2.O=C1OCCO1.O=C1OCCO1.O=C1OCCO1.O=C1OCCO1
Max |F| (eV/Å): 9.0
Gap between HOMO and LUMO (Eh): 0.259

Here are the Mulliken charges for atoms 1 to 6, given in e:
1 C -0.75
2 C 0.25
3 O -0.42
4 C 0.04
5 C -0.24
6 O -0.39

---

Record 3
Density functional theory data (ωB97M-V/def2-TZVPD) for a molecular structure, C32H39BrN5ORhSSb.

Geometry as ORCA input:
```
! wB97M-V def2-TZVPD RIJCOSX def2/J DEFGRID3
* xyz 1 1
Rh -0.7521 0.9344 -0.0811
Br 4.0524 -5.7302 -0.1524
C 3.3415 -4.9759 1.4252
C 4.1651 -4.7703 2.5203
C 3.6267 -4.2316 3.6766
C 2.2819 -3.8649 3.7347
C 1.4626 -4.0948 2.6244
C 1.9912 -4.6523 1.4760
N 1.8656 -3.3249 4.9808
N 0.7345 -2.7679 5.1113
C 0.1684 -1.9207 4.1858
C -1.2097 -1.7456 4.2975
C -1.9628 -1.0840 3.3308
C -1.3470 -0.5492 2.2111
O -1.9908 -0.0120 1.1994
C 0.0819 -0.5620 2.1658
N 0.6346 0.1502 1.1373
C 1.9506 0.2917 1.1036
C 2.7912 -0.2649 2.0675
C 2.2517 -1.0082 3.0854
C 0.8607 -1.1988 3.1496
H 5.2131 -5.0304 2.4702
H 4.2428 -4.0742 4.5524
H 0.4088 -3.8576 2.6612
H 1.3601 -4.8419 0.6186
H -1.6926 -2.2002 5.1525
H -3.0380 -1.0066 3.4268
H 2.3614 0.8900 0.3032
H 3.8563 -0.0951 2.0017
H 2.8923 -1.4125 3.8545
C -0.5949 2.6031 1.0850
C -0.5564 3.7050 0.1068
C -1.7234 4.3200 -0.3528
C -1.6780 5.2676 -1.3593
C -0.4576 5.6393 -1.9126
C 0.7178 5.0811 -1.4281
C 0.6634 4.1265 -0.4261
H -1.4786 2.5851 1.7206
H 0.3283 2.4919 1.6476
H -2.6752 4.0423 0.0821
H -2.5934 5.7260 -1.7094
H -0.4221 6.3818 -2.6988
H 1.6747 5.4012 -1.8211
H 1.5789 3.7201 -0.0122
C 3.6531 2.3229 -1.7835
C 2.5340 2.1057 -2.7962
Sb 0.9620 0.8061 -2.1714
C -0.0001 0.7261 -4.0751
C -0.9157 -0.4795 -4.2592
C 1.9761 -1.0782 -2.2205
C 2.6694 -1.3687 -3.5470
H 4.4485 2.9397 -2.2037
H 4.1109 1.3768 -1.4832
H 3.3015 2.8249 -0.8817
H 2.9263 1.6424 -3.7030
H 2.0561 3.0396 -3.0914
H 0.8002 0.7191 -4.8172
H -0.5465 1.6638 -4.1864
H -0.3610 -1.4183 -4.2022
H -1.4099 -0.4508 -5.2313
H -1.6922 -0.4926 -3.4943
H 1.2296 -1.8386 -1.9821
H 2.6962 -1.0845 -1.3997
H 1.9712 -1.3686 -4.3843
H 3.1440 -2.3507 -3.5191
H 3.4517 -0.6405 -3.7644
C -4.6687 1.5842 0.9751
N -4.6243 0.4149 0.1258
C -5.5480 -0.7069 0.3026
C -5.0545 -1.7352 -0.7336
N -4.0505 -0.9607 -1.4614
C -3.8028 0.2140 -0.8841
S -2.6346 1.3407 -1.4983
H -4.8699 1.2671 1.9974
H -5.4504 2.2723 0.6490
H -3.7032 2.0779 0.9427
H -6.5715 -0.3794 0.1141
H -5.4872 -1.0822 1.3239
H -5.8478 -2.0731 -1.3964
H -4.5961 -2.6026 -0.2592
H -3.4823 -1.3078 -2.2130
*
```

ΔE to the lowest compared entry with this formula, charge and spin (kcal per mole): 38.58
Max |F| (eV/Å): 2.6
Gap between HOMO and LUMO (Eh): 0.223

Here are the Mulliken charges for atoms 1 to 6, given in e:
1 Rh 0.76
2 Br -0.17
3 C 0.15
4 C -0.52
5 C 0.02
6 C -0.23

---

Record 4
Density functional theory data (ωB97M-V/def2-TZVPD) for a molecular structure, C32H39CuN7P2.

Geometry as ORCA input:
```
! wB97M-V def2-TZVPD RIJCOSX def2/J DEFGRID3
* xyz 1 1
Cu 0.3976 0.1454 0.3037
N 0.2483 4.8548 -1.5829
C 0.3772 3.5202 -1.6163
N -0.0953 2.6940 -0.7431
C -0.8534 3.2054 0.3029
N -1.4750 2.4605 1.1698
N -1.2427 1.1038 1.0658
C -2.0440 0.3848 1.7528
C -1.8378 -1.0636 1.8165
C -2.7690 -1.8910 2.4265
C -2.5188 -3.2526 2.4802
C -1.3439 -3.7356 1.9291
C -0.4670 -2.8325 1.3455
N -0.7011 -1.5271 1.2819
C -0.9848 4.6591 0.4473
C -1.6518 5.2578 1.5213
C -1.7526 6.6286 1.5990
C -1.1894 7.4321 0.6040
C -0.5234 6.8653 -0.4604
C -0.4243 5.4775 -0.5313
H 0.6125 5.4140 -2.3376
H 0.9214 3.1318 -2.4721
H -2.8657 0.8325 2.3055
H -3.6695 -1.4679 2.8511
H -3.2246 -3.9247 2.9489
H -1.1051 -4.7892 1.9545
H 0.4654 -3.1780 0.9129
H -2.0826 4.6171 2.2771
H -2.2689 7.0863 2.4313
H -1.2722 8.5086 0.6672
H -0.0802 7.4810 -1.2333
C -1.3668 0.5719 -2.8768
P -0.0534 -0.4334 -2.0814
C 1.4393 0.4151 -2.8161
N 1.4422 0.7099 -4.0892
C 2.4734 1.4415 -4.5934
C 2.5191 1.7328 -5.9752
C 3.5529 2.4730 -6.4715
C 4.5750 2.9600 -5.6166
C 4.5453 2.7015 -4.2773
C 3.4891 1.9304 -3.7410
N 3.4439 1.6741 -2.4063
C 2.4609 0.9461 -1.9506
P 2.4895 0.6456 -0.1064
C 3.2119 2.1968 0.5128
C 3.8308 -0.6157 0.1618
C 3.8885 -0.8746 1.6687
C 5.2017 -0.1593 -0.3440
C 3.4065 -1.8845 -0.5647
C -0.2331 -2.0650 -2.9879
C -1.3997 -2.7784 -2.2944
C -0.5393 -1.9129 -4.4784
C 1.0370 -2.8961 -2.8232
H -1.1201 0.7842 -3.9159
H -1.4911 1.4951 -2.3204
H -2.3059 0.0197 -2.8279
H 1.7300 1.3515 -6.6096
H 3.6008 2.6929 -7.5295
H 5.3824 3.5416 -6.0409
H 5.3086 3.0598 -3.5990
H 4.1137 2.4738 -0.0279
H 3.4300 2.0555 1.5715
H 2.4809 3.0000 0.4251
H 4.2310 0.0003 2.2221
H 4.5969 -1.6832 1.8647
H 2.9135 -1.1708 2.0627
H 5.5698 0.6983 0.2192
H 5.1852 0.1063 -1.4007
H 5.9229 -0.9702 -0.2151
H 2.4136 -2.2026 -0.2367
H 4.1116 -2.6904 -0.3451
H 3.3943 -1.7481 -1.6466
H -2.3277 -2.2066 -2.3572
H -1.1906 -2.9656 -1.2390
H -1.5781 -3.7392 -2.7836
H -1.5073 -1.4452 -4.6568
H -0.5747 -2.9113 -4.9225
H 0.2264 -1.3355 -4.9943
H 1.2570 -3.1064 -1.7771
H 1.9023 -2.4001 -3.2676
H 0.9090 -3.8526 -3.3353
*
```

ΔE to the lowest compared entry with this formula, charge and spin (kcal per mole): 0.00
Max |F| (eV/Å): 0.9
Gap between HOMO and LUMO (Eh): 0.268

Here are the Mulliken charges for atoms 1 to 6, given in e:
1 Cu -0.55
2 N 0.10
3 C -0.49
4 N 0.29
5 C -0.09
6 N -1.04

---

Record 5
Density functional theory data (ωB97M-V/def2-TZVPD) for a molecular structure, C32H40AsKN4PS5Sb.

Geometry as ORCA input:
```
! wB97M-V def2-TZVPD RIJCOSX def2/J DEFGRID3
* xyz -2 1
K 0.2630 -2.0258 3.7219
N -0.8003 2.2345 4.9428
C -1.2968 2.6080 3.6274
C -2.2130 1.5776 2.9757
N -1.4647 0.3491 2.7300
H -1.5710 2.1750 5.6016
H -0.4482 1.2787 4.9068
H -0.4395 2.7702 2.9645
H -1.8139 3.5694 3.7019
H -2.6371 2.0148 2.0576
H -3.0456 1.3515 3.6497
H -0.7470 0.5160 2.0300
H -2.0561 -0.3774 2.3410
S 0.2447 -4.7187 2.6796
Sb 2.7507 -4.7100 3.1339
S -0.0570 -4.1950 0.6649
S 3.1485 -2.3312 3.4610
S 2.6700 -5.5865 5.2794
C -1.1076 -1.5516 -1.1286
C -0.9263 -1.6495 -2.6331
As -1.1018 0.0481 -3.6069
C -1.3889 -0.7034 -5.4025
C -2.0501 0.0800 -6.3484
C -2.2471 -0.3770 -7.6410
C -1.7733 -1.6288 -8.0147
C -1.1053 -2.4112 -7.0867
C -0.9133 -1.9519 -5.7889
C -2.9959 0.4214 -3.2387
C -3.9740 -0.5676 -3.1784
C -5.2936 -0.2396 -2.9108
C -5.6557 1.0860 -2.7050
C -4.6916 2.0797 -2.7658
C -3.3685 1.7453 -3.0281
P 0.2282 -0.9036 -0.0303
C 0.1412 0.9155 -0.3941
C 1.2864 1.7160 -0.3367
C 1.2015 3.0982 -0.3759
C -0.0333 3.7287 -0.4638
C -1.1826 2.9533 -0.5041
C -1.0930 1.5694 -0.4627
C 1.8160 -1.2888 -0.8624
C 2.7409 -2.0446 -0.1506
C 3.9853 -2.3326 -0.6986
C 4.3135 -1.8743 -1.9625
C 3.4068 -1.0976 -2.6752
C 2.1729 -0.7957 -2.1194
H -1.2428 -2.5616 -0.7248
H -2.0252 -1.0047 -0.8807
H -1.6651 -2.3448 -3.0422
H 0.0579 -2.0579 -2.8673
H -2.4282 1.0571 -6.0652
H -2.7722 0.2429 -8.3581
H -1.9253 -1.9902 -9.0243
H -0.7300 -3.3878 -7.3669
H -0.3907 -2.5829 -5.0810
H -3.7085 -1.6053 -3.3387
H -6.0413 -1.0216 -2.8580
H -6.6867 1.3403 -2.4922
H -4.9642 3.1150 -2.5998
H -2.6105 2.5209 -3.0522
H 2.2590 1.2471 -0.2557
H 2.1099 3.6873 -0.3314
H -0.0982 4.8095 -0.4894
H -2.1583 3.4233 -0.5630
H -2.0127 0.9928 -0.4788
H 2.5038 -2.3958 0.8391
H 4.6866 -2.9127 -0.1122
H 5.2847 -2.1004 -2.3887
H 3.6624 -0.7169 -3.6579
H 1.4945 -0.1500 -2.6646
S 0.4511 -0.4132 6.7819
C 1.9871 0.1619 6.3385
N 2.1831 1.4869 6.1458
C 3.3168 2.0303 5.4072
C 4.0538 0.9217 4.6753
C 4.2987 -0.2135 5.6532
N 3.0267 -0.6565 6.2011
H 1.3248 2.0160 6.1124
H 4.0009 2.5361 6.0997
H 2.9298 2.7822 4.7161
H 4.9963 1.2978 4.2737
H 3.4600 0.5312 3.8452
H 4.9600 0.1110 6.4657
H 4.7293 -1.0796 5.1513
H 2.8047 -1.6400 6.0311
*
```

Max |F| (eV/Å): 0.6
Gap between HOMO and LUMO (Eh): 0.146

Here are the Mulliken charges for atoms 1 to 6, given in e:
1 K 0.61
2 N -0.41
3 C -0.80
4 C -0.40
5 N -0.24
6 H 0.19

---

Record 6
Density functional theory data (ωB97M-V/def2-TZVPD) for a molecular structure, C32H40AsNO3P2Pt.

Geometry as ORCA input:
```
! wB97M-V def2-TZVPD RIJCOSX def2/J DEFGRID3
* xyz 4 5
Pt -0.6798 -1.3077 -0.8653
O -0.3041 -1.2705 1.4507
P 0.4271 -0.1879 2.1766
C -0.5316 1.3791 2.0325
P -0.6703 1.7456 0.2158
O 0.2445 0.8791 -0.5848
C -0.4489 3.5255 -0.1151
C 0.2845 3.8799 -1.2427
C 0.4270 5.2216 -1.5553
C -0.2298 6.1749 -0.7906
C -0.9335 5.8246 0.3549
C -1.0801 4.4845 0.6722
C -2.3982 1.4485 -0.2735
C -3.4439 2.0142 0.4456
C -4.7493 1.8238 0.0184
C -4.9984 1.1164 -1.1521
C -3.9547 0.5507 -1.8717
C -2.6435 0.7252 -1.4446
C 2.1369 0.0590 1.6190
C 2.9242 -1.0808 1.4740
C 4.2507 -0.9441 1.1005
C 4.7736 0.3217 0.8764
C 3.9730 1.4519 0.9884
C 2.6574 1.3290 1.4081
C 0.5924 -0.6270 3.9486
C -0.2047 -1.6694 4.4018
C -0.1629 -2.0009 5.7504
C 0.7386 -1.3670 6.5946
C 1.5342 -0.3239 6.1399
C 1.4807 0.0320 4.7986
H -0.0887 2.1970 2.6000
H -1.5238 1.1760 2.4490
H 0.7668 3.1173 -1.8351
H 1.0299 5.5095 -2.4050
H -0.2518 7.2050 -1.1303
H -1.3974 6.5792 0.9740
H -1.6662 4.2057 1.5354
H -3.2480 2.5952 1.3359
H -5.5571 2.2604 0.5896
H -6.0083 1.0356 -1.5335
H -4.1524 0.0317 -2.7976
H -1.8147 0.4030 -2.0853
H 2.5077 -2.0608 1.6617
H 4.8787 -1.8176 1.0265
H 5.8285 0.4310 0.6629
H 4.3708 2.4334 0.7720
H 2.0517 2.2145 1.5433
H -0.8869 -2.1670 3.7294
H -0.8513 -2.7462 6.1339
H 0.8712 -1.7319 7.6095
H 2.2336 0.1677 6.8000
H 2.1485 0.8014 4.4390
C 0.7181 -0.2675 -4.3362
N 2.0084 -0.6395 -3.8188
C 3.1356 -0.2673 -4.6268
C 2.1149 -1.4165 -2.7281
C 3.4675 -1.8734 -2.2942
O 1.1084 -1.8394 -2.1168
H 0.6121 -0.6359 -5.3618
H 0.6161 0.8195 -4.3690
H -0.0713 -0.6960 -3.7137
H 2.8654 0.5755 -5.2620
H 3.4348 -1.0925 -5.2800
H 4.0040 -0.0058 -4.0232
H 3.8519 -2.5909 -3.0205
H 3.3896 -2.3726 -1.3335
H 4.1793 -1.0580 -2.2202
C -3.8269 -3.0406 -1.9277
As -2.0930 -3.2889 -1.0646
C -2.5768 -3.9775 0.6921
C -1.2667 -4.7729 -2.0221
H -4.4117 -3.9553 -1.7764
H -3.7281 -2.8721 -3.0011
H -4.3679 -2.2090 -1.4750
H -3.1684 -4.8878 0.5478
H -3.1799 -3.2418 1.2283
H -1.6968 -4.2323 1.2829
H -2.0031 -5.5822 -2.0884
H -0.3823 -5.1440 -1.5022
H -0.9837 -4.4811 -3.0345
*
```

ΔE to the lowest compared entry with this formula, charge and spin (kcal per mole): 26.02
Max |F| (eV/Å): 2.8
⟨S²⟩: 6.038
Gap between HOMO and LUMO (alpha / beta) (Eh): 0.289 / 0.134

Here are the Mulliken charges for atoms 1 to 6, given in e:
1 Pt 2.33
2 O -0.84
3 P 0.36
4 C -1.17
5 P 0.61
6 O -0.71

---

What total energy values result from the calculations? In sequence: -129202.6110; -149601.2968; -133731.7655; -107462.3591; -186964.7172; -124087.5427 eV.